1.
# C3H4ClNO

One molecule with the formula C3H4ClNO in a non-equilibrium geometry (wB97M-V/def2-TZVPD, the Open Molecules 2025 dataset).

```
! RIJCOSX wB97M-V def2-TZVPD def2/J DEFGRID3
* xyz 0 1
N -1.910 1.185 -0.036
C -1.626 -0.140 -0.039
O -2.427 -1.050 0.165
C -0.178 -0.479 -0.189
C 0.808 0.337 0.208
Cl 2.469 -0.065 -0.021
H -1.327 1.777 -0.572
H -2.875 1.343 -0.212
H 0.136 -1.443 -0.650
H 0.852 1.227 0.838
*
```

Computed properties:
- E_LUMO: 0.44 eV
- HOMO level: -0.3652 Ha
- SMILES: NC(=O)/C=C/Cl
- Orbital gap: 10.4 eV
- Relative energy (zero: lowest compared OMol25 entry of this formula, charge and spin): 5.9 kcal per mole
- Electronic energy: -706.89236 a.u.



2.
# InN2O6

InN2O6 as an isolated structure in a non-equilibrium geometry (wB97M-V/def2-TZVPD, the Open Molecules 2025 dataset).

```
! RIJCOSX wB97M-V def2-TZVPD def2/J DEFGRID3
* xyz 0 2
In -0.420 -0.011 0.170
N 1.032 -2.742 1.922
O 1.733 -3.550 2.479
O 0.058 -2.897 1.168
O 1.333 -1.559 1.965
N -0.898 2.717 -1.958
O 0.152 2.202 -1.697
O -1.102 3.837 -2.327
O -1.887 2.003 -1.722
*
```

Computed properties:
- E_LUMO (spin up / spin down): -1.86 / -5.75 eV
- HOMO level (spin up / spin down): -0.3117 / -0.3063 Ha
- Orbital gap (spin up / spin down): 6.6 / 2.6 eV
- Relative energy (zero: lowest compared OMol25 entry of this formula, charge and spin): 1.0 kcal per mole
- Electronic energy: -750.71314 a.u.